1.
Here is a cluster of 2 separate species, C24H21N5O5 in total from the Open Molecules 2025 dataset. Energies are from the ωB97M-V functional and the def2-TZVPD basis.

Geometry as XYZ:
```
55
Properties=species:S:1:pos:R:3:lowdin_charge:R:1
N -2.692 2.361 1.397 0.192
C -1.542 2.586 1.413 -0.167
C -0.153 2.930 1.448 -0.173
C 0.832 2.025 0.966 0.074
C 2.176 2.395 1.182 -0.077
N 3.271 1.539 1.256 -0.135
O 3.470 0.394 0.880 0.094
O 4.273 2.242 1.992 0.058
N 3.849 3.507 2.317 0.150
C 2.585 3.589 1.811 -0.140
C 1.576 4.572 2.137 -0.061
N 1.876 5.869 2.697 -0.313
O 3.045 6.300 2.745 0.086
O 0.896 6.537 3.111 0.044
C 0.232 4.190 1.981 0.091
H 0.692 0.964 0.790 0.102
H -0.547 4.884 2.302 0.140
O -0.500 -0.819 1.055 -0.032
C -0.658 -1.356 -0.252 -0.346
C 0.191 -2.631 -0.189 -0.150
C 0.446 -3.148 1.081 -0.008
C 1.339 -4.214 1.235 -0.066
C 1.924 -4.807 0.114 -0.089
C 1.593 -4.352 -1.166 -0.074
C 0.711 -3.275 -1.321 -0.061
C -2.162 -1.665 -0.485 -0.130
C -3.132 -0.799 0.017 -0.032
C -4.492 -1.091 -0.141 -0.068
C -4.893 -2.248 -0.813 -0.090
C -3.923 -3.110 -1.335 -0.073
C -2.562 -2.817 -1.175 -0.018
C -0.219 -0.337 -1.322 -0.251
C 1.246 -0.275 -1.754 -0.119
C 1.327 1.089 -2.461 -0.145
C 0.148 1.912 -1.929 -0.172
N -0.450 1.042 -0.892 -0.067
H -0.862 0.093 1.081 0.067
H -0.025 -2.694 1.953 0.122
H 1.560 -4.563 2.243 0.104
H 2.631 -5.629 0.235 0.102
H 2.018 -4.821 -2.055 0.104
H 0.432 -2.931 -2.322 0.117
H -2.852 0.112 0.553 0.069
H -5.226 -0.400 0.272 0.107
H -5.954 -2.474 -0.931 0.102
H -4.215 -4.016 -1.866 0.103
H -1.811 -3.493 -1.585 0.105
H -0.818 -0.542 -2.234 0.166
H 1.890 -0.274 -0.859 0.108
H 1.534 -1.117 -2.388 0.105
H 2.284 1.583 -2.274 0.107
H 1.212 0.953 -3.543 0.110
H 0.438 2.873 -1.499 0.103
H -0.571 2.111 -2.745 0.121
H -1.437 1.243 -0.730 0.106
```

## Properties
* frontier orbital gap: 6.79 eV
* net charge: 0
* E_tot: -1576.8217 Ha
* relative energy (zero: lowest compared OMol25 entry of this formula, charge and spin): 83.06 kJ/mol

=====

2.
Here is a structure of composition C24H21N5O5S3Yb from the Open Molecules 2025 dataset. Energies are from the ωB97M-V functional and the def2-TZVPD basis.

Geometry as XYZ:
```
59
Properties=species:S:1:pos:R:3:lowdin_spin:R:1
Yb 0.950 -1.115 -0.133 1.000
O 4.764 -0.029 1.372 0.000
C 3.684 -0.564 1.232 0.000
O 3.125 -0.969 0.133 0.001
C 2.796 -0.803 2.446 0.000
C 3.176 -0.647 3.767 0.000
C 2.230 -0.917 4.750 0.000
C 0.946 -1.318 4.403 0.000
C 0.646 -1.439 3.055 0.000
N 1.569 -1.194 2.137 0.001
C -0.702 -1.869 2.487 0.000
O -1.601 -2.133 3.265 0.000
O -0.707 -1.922 1.201 0.000
H 4.181 -0.322 3.991 0.000
H 2.497 -0.810 5.794 0.000
H 0.182 -1.536 5.133 0.000
C 3.398 1.070 -2.179 0.000
C 1.913 0.982 -2.020 -0.001
N 1.346 -0.157 -2.282 -0.001
N -0.061 -0.043 -2.384 0.001
C -0.749 -1.141 -2.418 0.000
S -0.222 -2.744 -2.052 0.000
S -2.490 -0.990 -2.712 0.000
C -2.776 0.783 -2.532 0.000
C -3.678 1.077 -1.365 0.000
C -4.940 1.620 -1.542 0.000
C -5.760 1.886 -0.450 0.000
C -5.320 1.598 0.831 0.000
C -4.058 1.040 1.016 0.000
C -3.245 0.782 -0.072 0.000
C 1.140 2.147 -1.552 0.000
C 1.218 3.368 -2.214 0.000
C 0.396 4.424 -1.854 0.000
C -0.496 4.243 -0.799 0.000
C -0.555 3.051 -0.100 0.000
C 0.286 1.983 -0.438 0.000
O 0.281 0.859 0.253 0.000
H 3.704 0.608 -3.116 0.000
H 3.882 0.527 -1.364 0.000
H 3.724 2.108 -2.149 0.000
H -3.185 1.189 -3.458 0.000
H -1.791 1.227 -2.373 0.000
H -5.288 1.846 -2.544 0.000
H -6.744 2.311 -0.604 0.000
H -5.956 1.797 1.684 0.000
H -3.709 0.795 2.011 0.000
H -2.269 0.330 0.076 0.000
H 1.904 3.472 -3.046 0.000
H 0.439 5.363 -2.388 0.000
H -1.156 5.052 -0.508 0.000
H -1.233 2.923 0.731 0.000
N 1.470 -3.848 0.596 0.000
C 2.219 -4.813 -0.041 0.000
N 1.591 -5.419 -1.066 0.000
S 3.771 -5.182 0.442 0.000
H 0.456 -3.927 0.584 0.000
H 1.851 -3.627 1.508 0.000
H 0.787 -4.984 -1.494 0.000
H 2.170 -6.000 -1.650 0.000
```

## Properties
* frontier orbital gap (alpha / beta): 8.10 / 8.10 eV
* multiplicity: 2
* net charge: -1
* E_tot: -3930.7601 Ha
* relative energy (zero: lowest compared OMol25 entry of this formula, charge and spin): 51.21 kJ/mol

=====

3.
Here is the molecule C24H21NO4 from the Open Molecules 2025 dataset. Energies are from the ωB97M-V functional and the def2-TZVPD basis.

Geometry as XYZ:
```
50
Properties=species:S:1:pos:R:3:lowdin_charge:R:1
C 2.691 1.851 -0.685 -0.091
C 1.426 2.250 0.064 -0.149
C 1.401 1.676 1.470 -0.459
O 2.368 1.223 2.035 0.082
N 0.147 1.739 2.022 0.141
C -0.285 1.157 3.207 -0.150
C 0.570 0.962 4.289 0.001
C 0.107 0.374 5.450 -0.064
C -1.212 -0.044 5.556 -0.081
C -2.067 0.116 4.484 -0.019
C -1.622 0.719 3.311 -0.064
C -2.500 0.816 2.131 -0.428
O -2.453 1.707 1.306 0.114
O -3.303 -0.248 1.995 0.012
C -3.899 -0.383 0.704 -0.096
C -2.834 -0.363 -0.366 -0.204
C -1.631 -1.025 -0.138 -0.012
C -0.591 -0.929 -1.041 -0.019
C -0.741 -0.167 -2.199 -0.162
C 0.385 0.047 -3.146 -0.327
O 0.516 1.097 -3.743 0.104
C 1.346 -1.072 -3.311 -0.160
C 0.941 -2.404 -3.249 -0.035
C 1.864 -3.416 -3.439 -0.073
C 3.194 -3.111 -3.681 -0.078
C 3.601 -1.788 -3.755 -0.069
C 2.680 -0.773 -3.583 -0.018
C -1.952 0.481 -2.432 0.006
C -2.991 0.380 -1.529 -0.014
H 2.747 0.769 -0.778 0.071
H 2.690 2.289 -1.679 0.072
H 3.570 2.190 -0.143 0.077
H 1.370 3.338 0.149 0.126
H 0.541 1.914 -0.482 0.103
H -0.610 2.053 1.421 0.115
H 1.598 1.272 4.203 0.108
H 0.781 0.242 6.282 0.107
H -1.567 -0.500 6.468 0.102
H -3.092 -0.215 4.541 0.118
H -4.423 -1.342 0.737 0.141
H -4.617 0.426 0.538 0.135
H -1.500 -1.596 0.771 0.129
H 0.351 -1.412 -0.828 0.123
H -0.098 -2.644 -3.077 0.118
H 1.546 -4.447 -3.398 0.104
H 3.912 -3.906 -3.820 0.103
H 4.636 -1.550 -3.951 0.105
H 2.976 0.263 -3.646 0.115
H -2.054 1.080 -3.325 0.122
H -3.917 0.905 -1.709 0.119
```

## Properties
* SMILES string: CCC(=O)Nc1ccccc1C(=O)OCc1ccc(C(=O)c2ccccc2)cc1
* frontier orbital gap: 8.64 eV
* net charge: 0
* E_tot: -1282.9312 Ha
* relative energy (zero: lowest compared OMol25 entry of this formula, charge and spin): 5.64 kJ/mol

=====

4.
Here is a structure of composition C24H22BF6N5O6S8V from the Open Molecules 2025 dataset. Energies are from the ωB97M-V functional and the def2-TZVPD basis.

Geometry as XYZ:
```
73
Properties=species:S:1:pos:R:3:lowdin_spin:R:1
V 0.852 -1.137 0.760 1.071
S 3.137 -1.324 -6.015 -0.001
C 3.297 -0.931 -4.428 0.000
S 2.144 -1.460 -3.234 0.001
C 3.007 -0.582 -1.996 0.010
N 4.044 0.023 -2.431 -0.013
N 4.227 -0.167 -3.774 -0.004
C 5.390 0.471 -4.332 0.000
C 6.016 -0.020 -5.468 0.000
C 7.147 0.624 -5.954 0.000
C 7.659 1.743 -5.320 0.000
C 7.031 2.221 -4.177 0.000
C 5.902 1.593 -3.682 0.000
S 2.683 -0.502 -0.278 -0.026
H 5.637 -0.892 -5.973 0.000
H 7.630 0.233 -6.840 0.000
H 8.538 2.240 -5.710 0.000
H 7.422 3.090 -3.661 0.000
H 5.413 1.961 -2.793 0.000
F 3.328 -2.183 4.978 0.000
C 3.211 -0.995 4.416 0.000
F 2.957 -0.072 5.320 0.000
F 4.304 -0.695 3.739 0.001
S 1.833 -1.057 3.200 0.004
O 1.631 0.253 2.609 0.004
O 2.234 -2.041 2.188 0.010
N 0.647 -1.563 4.105 -0.001
S -0.485 -2.331 3.315 0.004
O -1.671 -2.533 4.058 0.000
O -0.638 -1.769 1.947 0.017
C 0.195 -4.067 2.991 0.000
F 1.241 -4.302 3.768 0.000
F 0.542 -4.200 1.714 0.001
F -0.769 -4.924 3.268 0.000
C -3.086 2.415 0.990 0.000
C -1.586 2.278 1.136 -0.002
C -1.118 2.884 2.452 0.000
O -1.275 0.854 1.205 -0.007
B -0.131 0.660 0.485 -0.039
O 0.290 1.745 -0.216 -0.005
C -0.752 2.760 -0.101 -0.002
C -1.530 2.724 -1.408 0.000
C -0.078 4.104 0.085 0.000
H -3.569 2.003 1.877 0.000
H -3.457 1.875 0.121 0.000
H -3.364 3.469 0.902 0.000
H -1.652 2.397 3.270 0.000
H -1.315 3.955 2.493 0.000
H -0.050 2.709 2.597 0.000
H -1.960 1.735 -1.580 0.000
H -0.847 2.945 -2.227 0.000
H -2.332 3.465 -1.411 0.000
H 0.662 4.070 0.883 0.000
H -0.820 4.872 0.315 0.000
H 0.431 4.384 -0.839 0.000
S -4.581 -5.117 0.552 0.000
C -3.626 -3.862 0.104 0.000
S -2.004 -4.058 -0.522 0.000
C -1.808 -2.329 -0.561 0.009
N -2.832 -1.673 -0.184 -0.004
N -3.852 -2.511 0.176 0.000
C -5.020 -1.862 0.705 0.000
C -4.830 -0.750 1.515 0.000
C -5.933 -0.078 2.016 0.000
C -7.216 -0.516 1.712 0.000
C -7.389 -1.627 0.900 0.000
C -6.292 -2.306 0.388 0.000
S -0.306 -1.553 -1.051 -0.025
H -3.823 -0.421 1.742 0.000
H -5.790 0.788 2.651 0.000
H -8.077 0.008 2.107 0.000
H -8.385 -1.970 0.653 0.000
H -6.429 -3.169 -0.245 0.000
```

## Properties
* frontier orbital gap (alpha / beta): 6.53 / 7.02 eV
* multiplicity: 2
* net charge: 0
* E_tot: -6406.5880 Ha
* relative energy (zero: lowest compared OMol25 entry of this formula, charge and spin): 41.86 kJ/mol

=====

What is the E_tot in the third record? -1282.9312 Ha

=====

Which of these has the lowest relative energy (zero: lowest compared OMol25 entry of this formula, charge and spin)? C24H21NO4